(1)
{"formula": "C30H26ClGaNO4P2", "method": "ωB97M-V with the def2-TZVPD basis set", "charge": 1, "e_lumo_ev": -3.2887, "relative_energy_kcal_mol": 0.0, "fmax_ev_per_a": 3.1, "species": ["Ga", "C", "P", "C", "C", "C", "C", "C", "C", "C", "C", "C", "C", "C", "C", "C", "C", "C", "C", "C", "P", "C", "C", "C", "C", "C", "C", "C", "C", "C", "C", "C", "C", "N", "H", "H", "H", "H", "H", "H", "H", "H", "H", "H", "H", "H", "H", "H", "H", "H", "H", "H", "H", "H", "H", "H", "H", "H", "H", "H", "O", "Cl", "O", "O", "O"], "coordinates": [[0.1667, 0.0149, -0.8007], [-2.4568, 1.8859, -1.3920], [-2.2430, 0.1863, -0.5778], [-3.2709, -0.9976, -1.3388], [-3.1199, -1.1570, -2.7301], [-3.8465, -2.0822, -3.4303], [-4.8254, -2.8617, -2.7620], [-4.9941, -2.6981, -1.3798], [-4.1733, -1.7949, -0.6911], [-2.7431, 0.2383, 1.1522], [-2.1751, -0.6193, 2.0351], [-2.4215, -0.5880, 3.3810], [-3.2022, 0.4403, 3.9096], [-3.7433, 1.3505, 3.0559], [-3.5442, 1.2777, 1.6845], [-1.0951, 2.5479, -1.3642], [-0.7785, 3.8728, -1.3490], [0.6505, 3.9799, -1.2380], [1.1452, 2.7037, -1.3340], [2.5013, 2.1172, -1.1070], [2.4083, 0.5511, -0.1991], [3.7544, -0.5610, -0.6798], [3.6956, -1.0854, -1.9812], [4.5456, -2.0638, -2.4407], [5.6623, -2.4373, -1.6214], [5.5967, -2.0308, -0.2696], [4.6713, -1.0719, 0.1949], [2.2707, 0.8679, 1.5152], [2.6043, 2.1127, 2.0423], [2.4306, 2.3648, 3.3817], [2.0657, 1.3390, 4.2312], [1.7597, 0.0864, 3.7218], [1.8704, -0.2023, 2.3789], [0.0601, 1.8228, -1.4229], [-3.2524, 2.4230, -0.8873], [-2.8072, 1.8171, -2.4447], [-2.4933, -0.4975, -3.3528], [-3.6454, -2.2729, -4.4997], [-5.4336, -3.5448, -3.2832], [-5.6575, -3.3140, -0.7771], [-4.2337, -1.7210, 0.4055], [-1.5082, -1.4419, 1.6965], [-2.0333, -1.3202, 4.1014], [-3.3501, 0.6512, 4.9335], [-4.4332, 2.0867, 3.4899], [-4.0694, 2.0378, 1.0611], [-1.4466, 4.7547, -1.3139], [1.3319, 4.8355, -1.2541], [3.2528, 2.7141, -0.5689], [2.9697, 1.8073, -2.0053], [2.8827, -0.9045, -2.6222], [4.4510, -2.5123, -3.4029], [6.4945, -3.0789, -1.9380], [6.3426, -2.3729, 0.4743], [4.7441, -0.8209, 1.2316], [2.9280, 2.9317, 1.3793], [2.4709, 3.3408, 3.8146], [1.8645, 1.4374, 5.3167], [1.6463, -0.7705, 4.4664], [1.6963, -1.2182, 2.0561], [-0.8950, -3.1600, -1.9503], [0.3965, -2.5732, -1.7374], [0.7194, -2.3395, -0.3008], [1.4455, -3.3107, -2.3125], [0.3957, -1.1724, -2.3507]]}

(2)
{"formula": "C7H16O2", "method": "ωB97M-V with the def2-TZVPD basis set", "e_lumo_ev": 0.1245, "relative_energy_kcal_mol": 97.6, "fmax_ev_per_a": 1.1, "species": ["C", "C", "C", "C", "O", "H", "H", "H", "H", "H", "H", "H", "H", "C", "C", "C", "O", "H", "H", "H", "H", "H", "H", "H", "H"], "coordinates": [[1.0770, 0.6162, -1.5219], [0.7628, 0.8130, -2.9844], [-0.5724, 1.4956, -0.6770], [-0.5145, 2.8233, -0.5287], [1.1794, -0.5894, -1.0948], [0.9468, -0.5129, 0.2129], [1.7726, 1.3609, -1.1065], [-1.4649, 1.0589, -1.1230], [1.6134, 0.4360, -3.5598], [-0.1201, 0.2389, -3.2667], [0.6090, 1.8637, -3.2246], [-1.3095, 3.4969, -0.8364], [0.3675, 3.2991, -0.1083], [-0.3805, -0.9708, 1.8363], [0.4703, -1.9271, 2.6622], [-1.3065, -1.7070, 0.8714], [0.4976, -0.0699, 1.1421], [-0.0854, 0.7969, 0.3121], [-0.9799, -0.3485, 2.5095], [-1.9252, -1.0037, 0.3132], [-0.7246, -2.2878, 0.1537], [1.0796, -2.5522, 2.0059], [1.1346, -1.3698, 3.3229], [-0.1620, -2.5779, 3.2696], [-1.9651, -2.3825, 1.4202]]}